Entry 1:
This record from the Open Molecules 2025 dataset describes a molecular structure, C36H51BrN3OP2Ti. The level of theory is ωB97M-V with the def2-TZVPD basis set.

Each line ends with the Löwdin charge.
Geometry (Å):
C  2.039  -1.883  -0.959  -0.35
C  2.100  0.266  -1.954  -0.37
C  2.921  -2.389  -1.919  -0.07
C  2.719  -0.306  -3.106  -0.04
C  3.244  -1.594  -3.035  -0.06
H  3.330  -3.402  -1.783  0.12
H  2.816  0.325  -3.985  0.11
H  3.960  -1.962  -3.782  0.12
N  1.631  -0.595  -0.943  -0.04
P  -0.087  -2.486  0.871  1.09
P  1.352  2.250  -0.184  1.11
C  1.546  -2.839  0.128  -0.28
H  1.471  -3.842  -0.325  0.09
H  2.304  -2.894  0.933  0.10
C  2.099  1.676  -1.755  -0.30
H  2.015  2.229  -2.722  0.09
C  -0.155  3.628  -0.193  -0.62
C  3.116  3.007  0.122  -0.66
C  -1.292  -3.394  -0.304  -0.65
C  -0.063  -3.423  2.536  -0.65
C  -1.521  3.143  0.328  -0.11
H  -1.477  2.764  1.357  0.05
H  -2.195  4.021  0.346  0.10
H  -1.995  2.388  -0.309  0.05
C  0.212  4.821  0.702  -0.10
H  0.240  4.526  1.762  0.08
H  1.159  5.309  0.440  0.06
H  -0.588  5.576  0.603  0.09
C  -0.310  4.014  -1.667  -0.10
H  -1.065  4.813  -1.758  0.09
H  0.620  4.398  -2.104  0.07
H  -0.659  3.163  -2.274  0.07
C  3.218  3.563  1.535  -0.10
H  3.063  2.778  2.286  0.07
H  4.233  3.972  1.665  0.09
H  2.503  4.364  1.737  0.05
C  4.226  1.933  -0.029  -0.08
H  4.032  1.069  0.618  0.07
H  4.330  1.566  -1.057  0.08
H  5.196  2.369  0.257  0.10
C  3.293  4.086  -0.961  -0.09
H  3.313  3.630  -1.961  0.07
H  2.483  4.832  -0.953  0.06
H  4.252  4.613  -0.818  0.10
C  -1.498  -3.537  3.080  -0.09
H  -1.460  -3.946  4.103  0.10
H  -1.982  -2.554  3.151  0.02
H  -2.138  -4.202  2.487  0.07
C  0.764  -2.610  3.546  -0.10
H  1.815  -2.514  3.247  0.08
H  0.352  -1.608  3.714  0.07
H  0.742  -3.149  4.510  0.10
C  0.586  -4.815  2.436  -0.08
H  0.603  -5.246  3.449  0.10
H  0.036  -5.516  1.799  0.06
H  1.623  -4.757  2.077  0.08
C  -0.901  -3.107  -1.763  -0.08
H  -1.660  -3.564  -2.418  0.10
H  -0.877  -2.038  -1.983  0.05
H  0.070  -3.550  -2.024  0.08
C  -2.700  -2.845  -0.030  -0.11
H  -2.784  -1.789  -0.300  0.02
H  -3.425  -3.388  -0.656  0.10
H  -3.011  -2.958  1.018  0.06
C  -1.319  -4.927  -0.168  -0.09
H  -0.338  -5.375  -0.375  0.09
H  -1.702  -5.285  0.795  0.07
H  -2.009  -5.309  -0.942  0.10
Ti  0.200  0.034  0.534  0.46
C  1.705  0.118  1.829  -0.21
O  2.586  0.166  2.620  0.08
N  -1.566  0.076  -0.876  0.12
C  -2.529  -0.069  -1.630  -0.03
C  -2.822  0.376  -2.991  -0.22
C  -4.113  0.534  -3.553  -0.02
C  -1.709  0.791  -3.741  -0.03
C  -4.237  0.721  -4.944  -0.06
H  -4.986  0.539  -2.883  0.12
C  -1.843  1.105  -5.108  -0.05
H  -0.721  0.902  -3.277  0.11
C  -3.098  1.004  -5.732  -0.06
H  -5.212  0.613  -5.444  0.12
H  -0.959  1.391  -5.696  0.12
H  -3.190  1.114  -6.828  0.12
Br  -4.235  -1.046  4.337  0.78
C  -2.788  0.123  3.866  -0.62
C  -2.405  1.138  4.737  -0.07
C  -1.238  1.840  4.436  -0.02
C  -0.484  1.479  3.320  -0.12
N  -0.893  0.534  2.434  -0.05
C  -2.072  -0.108  2.687  -0.17
H  -2.996  1.347  5.622  0.12
H  -0.883  2.652  5.071  0.12
H  0.482  1.954  3.132  0.11
H  -2.414  -0.823  1.939  0.08

Output
HOMO-LUMO gap (spin up / spin down) (Eh): 0.1970 / 0.1890
Relative energy (zero: lowest compared OMol25 entry of this formula, charge and spin) (kJ/mol): 239.5
⟨S²⟩: 2.02
Spin multiplicity: 3
HOMO energy (spin up / spin down) (Ha): -0.3170 / -0.3181
Charge: +1
E_LUMO (spin up / spin down) (eV): -3.26 / -3.51



Entry 2:
This record from the Open Molecules 2025 dataset describes C2H2O3 in the gas phase. The level of theory is ωB97M-V with the def2-TZVPD basis set.

Each line ends with the Löwdin charge.
Geometry (Å):
C  -1.071  0.744  -0.190  -0.07
C  0.159  -0.653  0.024  -0.45
O  -2.179  0.533  0.188  0.09
O  -0.059  -1.805  -0.056  0.12
O  1.311  -0.008  0.128  0.08
H  -0.334  1.552  -0.394  0.11
H  2.174  -0.363  0.300  0.12

Output
HOMO-LUMO gap (Eh): 0.3504
Relative energy (zero: lowest compared OMol25 entry of this formula, charge and spin) (kJ/mol): 153.8
SMILES: O=CC(=O)O
HOMO energy (Ha): -0.3453
E_LUMO (eV): 0.14



Entry 3:
This record from the Open Molecules 2025 dataset describes C21H27N3O5S in the gas phase. The level of theory is ωB97M-V with the def2-TZVPD basis set.

Each line ends with the Löwdin charge.
Geometry (Å):
C  3.377  2.207  -0.745  -0.07
H  2.580  1.546  -1.078  0.05
H  2.947  3.185  -0.544  0.08
H  4.099  2.312  -1.550  0.07
C  4.054  1.676  0.526  -0.24
N  4.697  0.377  0.434  -0.19
C  5.908  0.365  -0.375  -0.27
C  7.005  1.262  0.190  -0.09
H  6.804  2.314  0.009  0.06
H  7.098  1.099  1.261  0.08
H  7.951  1.015  -0.285  0.07
H  5.711  0.637  -1.426  0.11
H  6.276  -0.665  -0.370  0.11
C  3.816  -0.720  0.072  -0.18
H  4.430  -1.624  0.066  0.12
C  2.673  -0.950  1.073  -0.15
N  1.486  -0.174  0.795  0.07
C  0.540  -0.601  -0.068  -0.46
O  0.568  -1.699  -0.600  0.05
C  -0.578  0.355  -0.302  -0.14
C  -1.139  1.107  0.727  -0.01
C  -2.276  1.856  0.504  -0.02
C  -2.871  1.867  -0.757  -0.33
C  -2.261  1.187  -1.809  -0.02
C  -1.136  0.425  -1.575  -0.01
H  -0.692  -0.152  -2.372  0.12
H  -2.700  1.221  -2.796  0.12
N  -4.114  2.474  -0.898  -0.04
S  -5.319  1.947  0.190  0.68
O  -5.242  2.726  1.386  -0.28
O  -6.531  1.978  -0.571  -0.29
C  -4.759  0.284  0.537  -0.29
C  -4.540  -0.563  -0.530  0.02
C  -3.823  -1.737  -0.342  -0.18
C  -3.324  -2.040  0.937  -0.19
C  -3.631  -1.211  2.011  0.02
C  -4.335  -0.039  1.811  -0.07
H  -4.536  0.645  2.619  0.12
H  -3.265  -1.487  2.987  0.13
O  -2.529  -3.118  1.157  -0.01
C  -1.978  -3.670  -0.029  -0.13
C  -3.067  -3.808  -1.088  -0.13
H  -2.667  -4.222  -2.015  0.14
O  -3.602  -2.540  -1.418  -0.01
H  -3.868  -4.456  -0.708  0.14
H  -1.573  -4.643  0.249  0.14
H  -1.171  -3.025  -0.399  0.11
H  -4.908  -0.322  -1.514  0.14
H  -4.479  2.473  -1.840  0.11
H  -2.748  2.407  1.300  0.12
H  -0.721  1.064  1.722  0.12
H  1.453  0.783  1.107  0.12
H  3.020  -0.733  2.084  0.13
H  2.371  -1.998  1.008  0.12
H  3.382  -0.613  -0.936  0.13
H  4.815  2.390  0.843  0.10
H  3.322  1.623  1.336  0.10

Output
HOMO-LUMO gap (Eh): 0.3347
Relative energy (zero: lowest compared OMol25 entry of this formula, charge and spin) (kJ/mol): 208.2
SMILES: CCN(CC)CCNC(=O)c1ccc(NS(=O)(=O)c2ccc3c(c2)OCCO3)cc1
HOMO energy (Ha): -0.3170
E_LUMO (eV): 0.48



Entry 4:
This record from the Open Molecules 2025 dataset describes 2 unconnected molecules or ions with the total composition CH6N2S. The level of theory is ωB97M-V with the def2-TZVPD basis set.

Each line ends with the Löwdin charge.
Geometry (Å):
S  7.360  -0.397  0.935  0.47
H  7.256  0.029  -0.331  -0.23
N  -1.868  0.835  0.195  0.29
C  -3.055  0.213  0.080  -0.16
N  -3.286  -0.546  -0.935  0.26
H  6.045  -0.362  1.104  -0.25
H  -1.988  1.730  0.685  0.12
H  -3.833  0.364  0.829  0.17
H  -4.106  -1.142  -0.974  0.17
H  -2.524  -0.724  -1.587  0.17

Output
HOMO-LUMO gap (spin up / spin down) (Eh): 0.2279 / 0.0880
Relative energy (zero: lowest compared OMol25 entry of this formula, charge and spin) (kJ/mol): 96.7
⟨S²⟩: 0.76
Spin multiplicity: 2
HOMO energy (spin up / spin down) (Ha): -0.4103 / -0.4103
Charge: +1
E_LUMO (spin up / spin down) (eV): -4.96 / -8.77



Entry 5:
This record from the Open Molecules 2025 dataset describes a molecular structure, C28H25BrNiOSi. The level of theory is ωB97M-V with the def2-TZVPD basis set.

Each line ends with the Löwdin charge.
Geometry (Å):
C  -2.685  -0.644  -2.611  -0.28
C  -2.759  -1.188  -1.284  -0.18
C  -2.904  -0.105  -0.372  -0.20
H  -2.858  -2.221  -1.012  0.07
C  -2.859  1.113  -1.100  -0.19
C  -2.682  0.811  -2.495  -0.23
H  -2.791  1.500  -3.322  0.08
H  -2.863  -1.202  -3.513  0.06
H  -3.062  -0.194  0.702  0.07
H  -3.053  2.087  -0.659  0.07
Ni  -0.550  0.041  -2.138  0.25
Br  0.017  -0.739  -4.109  0.51
C  1.777  0.889  -6.078  -0.29
C  0.679  1.661  -6.502  -0.25
C  -0.313  0.784  -7.034  -0.26
H  0.605  2.753  -6.458  0.05
C  0.159  -0.535  -6.943  -0.34
C  1.458  -0.495  -6.291  -0.41
H  2.151  -1.343  -6.184  0.05
H  2.725  1.262  -5.666  0.06
H  -1.277  1.089  -7.457  0.05
H  -0.345  -1.441  -7.298  0.05
O  -0.031  -0.249  -0.267  -0.37
Si  0.311  -0.241  1.298  0.46
C  0.594  -1.906  2.196  -0.22
C  -0.439  -2.847  2.148  -0.10
C  -0.292  -4.101  2.755  -0.10
C  0.891  -4.460  3.405  -0.12
C  1.928  -3.526  3.426  -0.11
C  1.780  -2.260  2.847  -0.09
C  1.874  0.752  1.609  -0.23
C  1.984  1.837  2.478  -0.09
C  3.137  2.637  2.491  -0.11
C  4.224  2.333  1.664  -0.12
C  4.127  1.216  0.827  -0.10
C  2.962  0.448  0.791  -0.10
C  -0.982  0.598  2.449  -0.23
C  -1.488  0.043  3.627  -0.09
C  -2.447  0.725  4.388  -0.11
C  -2.886  1.994  4.006  -0.12
C  -2.366  2.557  2.835  -0.10
C  -1.425  1.864  2.066  -0.12
H  -1.375  -2.602  1.642  0.11
H  -1.115  -4.810  2.721  0.09
H  1.007  -5.460  3.852  0.09
H  2.860  -3.802  3.903  0.08
H  2.598  -1.547  2.916  0.09
H  1.159  2.103  3.139  0.09
H  3.197  3.516  3.137  0.09
H  5.137  2.955  1.672  0.09
H  4.964  0.961  0.181  0.09
H  2.896  -0.381  0.084  0.11
H  -1.133  -0.922  3.976  0.09
H  -2.861  0.270  5.285  0.09
H  -3.639  2.536  4.597  0.09
H  -2.692  3.548  2.517  0.09
H  -1.029  2.339  1.163  0.11

Output
HOMO-LUMO gap (spin up / spin down) (Eh): 0.1504 / 0.1539
⟨S²⟩: 2.01
Spin multiplicity: 3
HOMO energy (spin up / spin down) (Ha): 0.0081 / 0.0046
Charge: -2
E_LUMO (spin up / spin down) (eV): 4.31 / 4.31



Entry 6:
This record from the Open Molecules 2025 dataset describes a molecular structure, C18H19IN2SV. The level of theory is ωB97M-V with the def2-TZVPD basis set.

Each line ends with the Löwdin charge.
Geometry (Å):
C  -4.397  -2.127  -1.535  -0.22
C  -5.210  -1.327  -0.519  -0.17
H  -4.494  -1.704  -2.538  0.06
H  -4.730  -3.170  -1.578  0.07
H  -3.337  -2.124  -1.268  -0.03
H  -4.774  -0.340  -0.349  0.04
H  -6.240  -1.185  -0.862  0.07
H  -5.251  -1.849  0.440  0.07
C  2.191  0.577  -2.340  -0.05
C  3.102  1.189  -3.190  0.01
C  3.600  2.463  -2.883  0.03
C  3.099  3.162  -1.785  0.06
H  1.817  -0.442  -2.457  0.13
H  3.413  0.643  -4.077  0.14
H  4.360  2.909  -3.516  0.14
H  3.415  4.174  -1.514  0.13
N  1.693  1.262  -1.271  -0.07
C  2.101  2.558  -1.015  -0.16
C  1.382  3.162  0.082  -0.16
N  0.356  2.376  0.571  -0.07
C  -0.344  2.747  1.687  -0.05
C  0.986  4.758  1.846  0.03
C  -0.028  3.927  2.345  0.01
H  -1.112  2.036  1.997  0.14
H  -0.580  4.181  3.249  0.14
C  1.674  4.384  0.691  0.05
H  2.447  4.997  0.223  0.13
H  1.224  5.693  2.355  0.14
V  0.308  0.560  -0.103  0.21
I  -1.616  0.118  -1.545  0.67
S  1.082  -0.644  1.612  0.80
C  0.724  -2.343  1.623  -0.63
C  -0.482  -2.789  2.186  -0.09
C  -0.823  -4.133  2.078  -0.04
C  0.055  -5.044  1.479  -0.01
C  1.285  -4.595  0.983  -0.04
C  1.641  -3.254  1.076  -0.09
H  -1.118  -2.064  2.695  0.12
H  -1.779  -4.468  2.478  0.13
H  -0.232  -6.093  1.374  0.13
H  1.981  -5.297  0.526  0.12
H  2.611  -2.885  0.747  0.11

Output
HOMO-LUMO gap (spin up / spin down) (Eh): 0.2000 / 0.2529
Relative energy (zero: lowest compared OMol25 entry of this formula, charge and spin) (kJ/mol): 0.0
⟨S²⟩: 1.15
Spin multiplicity: 2
HOMO energy (spin up / spin down) (Ha): -0.5449 / -0.5557
Charge: +2
E_LUMO (spin up / spin down) (eV): -9.39 / -8.24



Entry 7:
This record from the Open Molecules 2025 dataset describes C3H6N2O in the gas phase. The level of theory is ωB97M-V with the def2-TZVPD basis set.

Each line ends with the Löwdin charge.
Geometry (Å):
C  -0.446  0.871  -0.354  -0.36
N  0.706  -2.042  0.018  0.15
C  0.985  -0.749  -0.228  -0.22
C  -0.969  2.080  -0.444  -0.01
O  -0.234  0.189  1.188  -0.13
N  0.235  0.002  -1.058  0.05
H  -1.118  -0.093  1.463  0.06
H  -0.269  -2.294  0.056  0.12
H  1.390  -2.652  0.431  0.11
H  2.033  -0.482  -0.106  0.14
H  -1.630  2.469  0.312  0.04
H  -0.682  2.701  -1.278  0.05

Output
HOMO-LUMO gap (Eh): 0.2975
Relative energy (zero: lowest compared OMol25 entry of this formula, charge and spin) (kJ/mol): 404.4
SMILES: C=C(O)/N=C/N
HOMO energy (Ha): -0.2735
E_LUMO (eV): 0.65



Number 1: maximum force 0.1469 Eh/bohr, calculated total energy -156405.9077 eV. Number 2: maximum force 0.0987 Eh/bohr, calculated total energy -8247.0028 eV. Number 3: maximum force 0.0204 Eh/bohr, calculated total energy -47757.7877 eV. Number 4: maximum force 0.0163 Eh/bohr, calculated total energy -14940.2108 eV. Number 5: maximum force 0.0462 Eh/bohr, calculated total energy -150452.3729 eV. Number 6: maximum force 0.0430 Eh/bohr, calculated total energy -66563.4763 eV. Number 7: maximum force 0.0541 Eh/bohr, calculated total energy -8232.5073 eV.